{
  "formula": "C6H10N2",
  "method": "the ωB97M-V functional and the def2-TZVPD basis",
  "charge": 0,
  "lumo_energy_ha": 0.0403,
  "orbital_gap_ev": 9.9157,
  "total_energy_ev": -9360.748,
  "largest_force_ev_per_a": 4.11,
  "homo_energy_ev": -8.818,
  "e_above_lowest_kcal_mol": 85.1,
  "molar_mass_g_mol": 110.2,
  "elements": ["C", "C", "C", "C", "C", "C", "H", "H", "H", "H", "H", "H", "H", "H", "H", "H", "N", "N"],
  "coordinates": [[0.026, 0.760, -0.458], [1.085, 0.103, -1.271], [1.224, -0.117, 0.205], [0.326, -1.100, 1.047], [-0.658, -1.700, -0.001], [-1.026, -0.169, 0.016], [-0.438, 2.612, 0.499], [-0.761, 2.540, -1.127], [1.830, 0.876, -1.602], [0.880, -0.647, -2.170], [2.014, 0.529, 0.704], [0.703, -1.682, 1.941], [-1.453, -2.244, 0.494], [-0.346, -2.275, -0.827], [-2.103, -0.024, -0.290], [-0.447, 0.605, 1.811], [-0.095, 2.210, -0.441], [-0.761, -0.279, 1.470]],
  "atomic_forces_ev_per_a": [[1.741, -0.858, -0.443], [0.730, -0.098, -2.769], [-0.031, 1.961, 0.717], [1.567, -1.638, 0.479], [0.669, 1.256, 1.100], [-3.972, -0.947, -0.440], [0.749, -1.090, -1.872], [-0.002, -0.165, -0.180], [-0.661, -0.910, 0.159], [0.333, 1.264, 2.386], [-0.931, -1.251, -0.531], [0.432, 0.415, -1.467], [-0.119, 0.114, 0.206], [0.706, -0.132, -1.220], [1.063, 0.584, 0.319], [0.234, 0.704, 0.582], [-0.452, 0.088, 2.209], [-2.058, 0.700, 0.764]]
}

{
  "formula": "C72H154N8O9",
  "method": "the ωB97M-V functional and the def2-TZVPD basis",
  "spin_multiplicity": 2,
  "charge": -1,
  "lumo_energy_ha": [0.0682, 0.0688],
  "orbital_gap_ev": [1.2024, 8.0149],
  "total_energy_ev": -107491.693,
  "largest_force_ev_per_a": 3.64,
  "homo_energy_ev": [0.655, -6.142],
  "molar_mass_g_mol": 1276.1,
  "elements": ["C", "C", "C", "C", "C", "C", "N", "O", "C", "C", "C", "H", "H", "H", "H", "H", "H", "H", "H", "H", "H", "H", "H", "H", "H", "H", "H", "H", "H", "H", "C", "C", "C", "C", "C", "C", "N", "O", "C", "C", "C", "H", "H", "H", "H", "H", "H", "H", "H", "H", "H", "H", "H", "H", "H", "H", "H", "H", "H", "H", "C", "C", "C", "C", "C", "C", "N", "O", "C", "C", "C", "H", "H", "H", "H", "H", "H", "H", "H", "H", "H", "H", "H", "H", "H", "H", "H", "H", "H", "H", "C", "C", "C", "C", "C", "C", "N", "O", "C", "C", "C", "H", "H", "H", "H", "H", "H", "H", "H", "H", "H", "H", "H", "H", "H", "H", "H", "H", "H", "H", "C", "C", "C", "C", "C", "C", "N", "O", "C", "C", "C", "H", "H", "H", "H", "H", "H", "H", "H", "H", "H", "H", "H", "H", "H", "H", "H", "H", "H", "H", "C", "C", "C", "C", "C", "C", "N", "O", "C", "C", "C", "H", "H", "H", "H", "H", "H", "H", "H", "H", "H", "H", "H", "H", "H", "H", "H", "H", "H", "H", "C", "C", "C", "C", "C", "C", "N", "O", "C", "C", "C", "H", "H", "H", "H", "H", "H", "H", "H", "H", "H", "H", "H", "H", "H", "H", "H", "H", "H", "H", "C", "C", "C", "C", "C", "C", "N", "O", "C", "C", "C", "H", "H", "H", "H", "H", "H", "H", "H", "H", "H", "H", "H", "H", "H", "H", "H", "H", "H", "H", "O", "H", "H"],
  "coordinates": [[-2.435, 7.227, 4.049], [-1.779, 6.799, 2.684], [-0.422, 6.161, 3.145], [0.223, 5.138, 2.109], [-0.839, 4.120, 1.595], [-2.209, 4.783, 1.263], [-2.649, 5.791, 2.148], [-3.912, 6.343, 1.945], [-2.226, 5.248, -0.161], [-3.233, 3.529, 1.408], [-1.461, 8.024, 1.800], [-1.841, 7.839, 4.727], [-2.719, 6.373, 4.664], [-3.340, 7.804, 3.859], [0.313, 6.944, 3.332], [-0.427, 5.745, 4.152], [1.061, 4.711, 2.659], [0.661, 5.602, 1.225], [-0.924, 3.363, 2.374], [-0.415, 3.655, 0.705], [-1.470, 5.997, -0.399], [-2.261, 4.459, -0.913], [-3.139, 5.823, -0.310], [-3.115, 3.103, 2.405], [-4.273, 3.831, 1.286], [-2.945, 2.762, 0.689], [-0.697, 8.565, 2.358], [-2.333, 8.676, 1.763], [-0.977, 7.824, 0.844], [-4.314, 6.183, 2.802], [-4.882, -5.810, 9.468], [-4.500, -5.668, 8.042], [-5.441, -4.667, 7.367], [-5.217, -3.216, 7.828], [-3.837, -2.800, 7.404], [-2.695, -3.685, 8.100], [-3.070, -5.115, 7.815], [-2.148, -5.961, 8.477], [-1.455, -3.275, 7.325], [-2.775, -3.313, 9.608], [-4.636, -7.015, 7.255], [-5.889, -6.183, 9.653], [-4.808, -4.990, 10.182], [-4.367, -6.639, 9.954], [-5.283, -4.802, 6.297], [-6.445, -5.028, 7.587], [-5.512, -3.246, 8.877], [-5.955, -2.553, 7.378], [-3.732, -1.867, 7.959], [-3.645, -2.602, 6.350], [-0.656, -3.990, 7.516], [-1.519, -3.210, 6.239], [-1.055, -2.309, 7.633], [-3.788, -3.221, 9.999], [-2.239, -4.047, 10.210], [-2.301, -2.334, 9.686], [-5.661, -7.379, 7.327], [-4.072, -7.866, 7.636], [-4.475, -6.947, 6.179], [-1.938, -6.597, 7.789], [7.220, -0.814, -1.493], [7.986, -0.729, -0.166], [8.582, -2.152, 0.129], [9.452, -2.284, 1.428], [10.635, -1.380, 1.157], [10.386, 0.139, 0.624], [9.193, 0.176, -0.277], [8.789, 1.428, -0.748], [10.259, 1.064, 1.921], [11.578, 0.541, -0.181], [7.085, -0.300, 1.033], [6.417, -1.543, -1.394], [7.949, -1.096, -2.253], [6.842, 0.151, -1.831], [7.891, -2.991, 0.199], [9.099, -2.460, -0.780], [9.772, -3.302, 1.651], [9.008, -1.922, 2.355], [11.369, -1.844, 0.498], [11.034, -1.455, 2.169], [9.381, 0.657, 2.421], [11.197, 1.043, 2.476], [9.879, 2.057, 1.681], [12.493, 0.042, 0.140], [11.600, 0.218, -1.221], [11.801, 1.606, -0.118], [6.847, 0.741, 0.818], [7.379, -0.461, 2.070], [6.155, -0.809, 0.779], [9.103, 1.425, -1.655], [-0.282, -5.054, -4.710], [0.111, -3.483, -4.835], [1.447, -3.376, -4.112], [2.169, -2.018, -4.316], [2.337, -1.833, -5.801], [1.050, -1.861, -6.616], [0.151, -3.013, -6.245], [-1.003, -3.299, -7.048], [0.355, -0.379, -6.518], [1.434, -2.213, -8.119], [-0.920, -2.554, -4.155], [-0.519, -5.452, -3.724], [0.502, -5.587, -5.249], [-1.135, -5.310, -5.338], [1.120, -3.530, -3.084], [2.033, -4.233, -4.445], [3.138, -2.232, -3.865], [1.566, -1.247, -3.837], [3.059, -2.563, -6.166], [2.719, -0.828, -5.985], [-0.498, -0.336, -7.195], [0.021, -0.165, -5.502], [1.036, 0.390, -6.884], [0.679, -1.790, -8.781], [2.401, -1.809, -8.416], [1.489, -3.294, -8.249], [-0.536, -1.725, -3.561], [-1.613, -3.136, -3.547], [-1.718, -2.223, -4.821], [-1.052, -4.174, -7.439], [-2.758, 0.371, -1.512], [-3.375, 0.990, -2.830], [-4.758, 1.489, -2.221], [-5.532, 2.359, -3.215], [-4.567, 3.529, -3.623], [-3.241, 3.148, -4.170], [-2.596, 2.102, -3.317], [-1.266, 1.818, -3.642], [-3.307, 2.590, -5.616], [-2.457, 4.439, -4.305], [-3.667, -0.121, -3.928], [-2.557, 1.243, -0.890], [-1.751, 0.059, -1.790], [-3.274, -0.410, -0.954], [-5.333, 0.578, -2.054], [-4.661, 1.987, -1.256], [-6.358, 2.799, -2.656], [-5.984, 1.792, -4.029], [-4.418, 4.052, -2.679], [-5.056, 4.200, -4.330], [-3.871, 3.233, -6.291], [-2.419, 2.075, -5.983], [-3.991, 1.745, -5.533], [-1.793, 4.332, -5.163], [-3.035, 5.279, -4.690], [-2.044, 4.803, -3.365], [-2.865, -0.339, -4.632], [-4.619, 0.097, -4.412], [-3.682, -1.127, -3.509], [-0.868, 2.358, -2.956], [-0.395, -1.845, 3.115], [0.260, -0.767, 2.329], [1.387, -0.447, 3.181], [2.377, 0.480, 2.580], [2.915, -0.274, 1.320], [1.883, -0.673, 0.289], [0.843, -1.369, 1.067], [-0.160, -1.719, 0.186], [1.443, 0.551, -0.531], [2.619, -1.750, -0.559], [-0.748, 0.407, 2.068], [-1.428, -2.111, 2.894], [-0.547, -1.578, 4.161], [0.132, -2.795, 3.200], [1.194, 0.073, 4.119], [1.876, -1.357, 3.530], [3.272, 0.396, 3.197], [2.174, 1.539, 2.423], [3.507, -1.157, 1.558], [3.553, 0.481, 0.862], [0.622, 0.217, -1.167], [1.311, 1.433, 0.095], [2.212, 0.841, -1.247], [2.045, -1.741, -1.485], [3.635, -1.504, -0.871], [2.717, -2.725, -0.083], [-0.241, 1.145, 1.447], [-1.232, 0.769, 2.975], [-1.632, 0.101, 1.508], [-0.252, -2.628, 0.482], [-8.809, -0.716, 1.554], [-7.595, -1.773, 1.585], [-6.665, -1.617, 0.403], [-5.280, -2.282, 0.315], [-4.590, -1.658, 1.557], [-5.373, -1.896, 2.936], [-6.751, -1.397, 2.783], [-7.454, -1.545, 3.986], [-5.186, -3.277, 3.457], [-4.626, -1.036, 3.933], [-8.177, -3.187, 1.670], [-9.560, -0.881, 2.326], [-9.329, -0.655, 0.598], [-8.576, 0.348, 1.580], [-7.226, -1.930, -0.477], [-6.501, -0.554, 0.226], [-4.812, -2.016, -0.633], [-5.386, -3.366, 0.289], [-4.541, -0.589, 1.347], [-3.620, -2.142, 1.670], [-5.668, -3.501, 4.409], [-5.648, -3.834, 2.641], [-4.146, -3.586, 3.558], [-3.570, -1.283, 4.042], [-4.673, 0.015, 3.648], [-5.066, -1.199, 4.917], [-9.069, -3.205, 1.044], [-8.324, -3.571, 2.680], [-7.483, -3.832, 1.131], [-7.073, -2.380, 4.267], [5.332, 1.893, -6.581], [5.064, 3.225, -5.865], [3.503, 3.462, -6.062], [2.659, 2.715, -5.114], [3.042, 2.816, -3.622], [4.558, 2.549, -3.421], [5.393, 3.271, -4.433], [6.721, 3.594, -4.170], [4.922, 2.987, -2.020], [4.775, 1.011, -3.576], [5.739, 4.286, -6.683], [4.433, 1.280, -6.510], [6.245, 1.369, -6.296], [5.336, 2.018, -7.663], [3.336, 4.523, -5.875], [3.203, 3.372, -7.106], [2.476, 1.654, -5.278], [1.726, 3.277, -5.161], [2.414, 2.063, -3.146], [2.761, 3.727, -3.093], [5.961, 3.068, -1.700], [4.316, 3.865, -1.796], [4.601, 2.210, -1.327], [5.032, 0.518, -2.638], [3.831, 0.590, -3.922], [5.605, 0.805, -4.251], [5.530, 5.217, -6.156], [5.509, 4.111, -7.734], [6.821, 4.412, -6.664], [6.543, 4.475, -3.833], [-1.193, -4.508, -1.379], [-0.494, -4.045, -1.840], [-1.995, -4.235, -1.824]],
  "atomic_forces_ev_per_a": [[-0.373, 0.611, -0.403], [1.517, -0.140, 1.975], [0.802, -0.534, -1.499], [-1.188, 0.739, 0.647], [0.959, 1.342, 1.392], [-1.054, -3.334, -0.930], [1.386, 0.203, 2.229], [-0.457, -0.231, -0.807], [-0.760, 0.997, -1.073], [0.917, 1.243, -0.036], [0.092, 0.153, 1.069], [0.499, 0.166, -0.422], [0.044, -0.364, -0.350], [-0.097, 0.103, 0.021], [-0.055, 0.444, -0.461], [-0.781, -0.709, -0.162], [-0.055, -0.560, -0.242], [-0.037, 0.594, 0.152], [-0.373, -0.090, -0.094], [-0.387, -0.175, -0.124], [0.512, -0.331, 0.015], [0.377, -0.156, 0.098], [-0.360, -0.083, -0.044], [-0.016, 0.079, 0.082], [0.057, 0.011, -0.248], [-0.160, 0.019, -0.110], [-0.046, 0.309, 0.062], [0.000, -0.062, -0.605], [-0.532, -0.250, -0.124], [-0.456, -0.050, -0.034], [-0.335, -1.605, 2.353], [1.317, 1.191, -1.421], [-0.137, -0.194, -0.328], [-1.285, -1.743, -1.481], [0.866, 0.325, 2.822], [-3.357, 0.256, -1.244], [-0.793, 0.066, -0.517], [0.075, -0.151, 0.316], [1.513, -0.683, 0.758], [1.107, -0.110, -0.642], [-0.358, 0.038, 0.528], [-0.554, 0.213, -0.781], [0.339, 0.343, -0.622], [0.756, 0.057, -0.074], [-0.056, 0.385, -0.199], [-0.225, 0.150, -0.051], [0.819, 0.582, 0.268], [-0.125, -0.011, -0.237], [0.502, 0.630, -0.538], [-0.443, -0.436, 0.023], [0.188, -0.055, 0.083], [-0.701, -0.270, 0.040], [-0.257, 0.123, 0.288], [0.109, -0.079, -0.317], [0.107, 0.105, 0.065], [0.118, 0.000, 0.361], [-0.311, 0.248, 0.214], [0.453, 0.288, 0.209], [0.393, 0.444, 0.088], [0.277, -0.102, -0.019], [0.791, 0.657, 0.430], [1.732, -0.720, 2.491], [-0.468, -0.921, 0.818], [-0.465, 1.356, -2.379], [0.372, 0.503, 0.445], [-1.171, -0.717, 1.523], [-0.325, -2.289, -0.469], [0.369, 0.609, 0.563], [-1.225, -1.011, -1.643], [1.735, 0.236, -0.520], [-0.913, 0.217, -2.213], [0.034, 0.035, -0.191], [-0.117, -0.387, -0.126], [-0.182, -0.044, 0.353], [-1.179, 0.559, -0.068], [0.891, 0.201, 0.162], [0.042, -0.068, -0.362], [-0.708, -0.010, -0.269], [-0.194, -0.121, -0.194], [1.168, 1.299, -0.061], [0.428, -0.287, 0.809], [-0.315, 0.129, 0.170], [0.705, 0.261, -0.307], [0.076, 0.032, 0.747], [-0.787, 0.176, -0.183], [-0.227, 0.100, -0.203], [0.071, 0.295, 0.529], [0.277, -0.102, -0.377], [-0.350, -0.208, 0.782], [-0.012, 0.220, -0.212], [-0.111, 1.471, -1.846], [-2.186, -0.036, -0.269], [-0.750, 0.570, -0.657], [-0.554, -2.238, 0.175], [-0.257, 0.422, 0.123], [-1.642, -0.079, -1.989], [2.256, -1.862, 0.307], [-0.211, 2.336, 1.024], [0.343, -1.981, -0.543], [-0.294, 0.958, 0.719], [-1.530, -1.060, 0.559], [0.516, 0.369, 0.103], [0.415, -0.229, 0.562], [-0.479, 0.422, 0.105], [0.644, -0.044, 0.332], [0.456, 0.189, 0.169], [0.114, 0.989, 0.309], [0.461, 0.251, 0.095], [-0.038, -0.080, -0.128], [0.461, -0.052, -0.156], [-0.213, -0.192, 0.144], [0.102, 0.082, -0.012], [0.260, -0.061, 0.220], [-0.011, -0.206, -0.134], [0.055, 0.270, 0.149], [-0.121, 0.068, 0.132], [0.095, -0.002, -0.129], [0.384, -0.183, 0.875], [0.662, 0.504, -0.717], [1.233, -0.408, 0.311], [1.809, 1.260, -1.623], [-1.479, -1.648, 1.249], [0.089, -0.501, -2.040], [0.793, 0.894, 0.631], [-2.092, -1.131, 0.711], [1.391, -1.065, -1.683], [-1.566, 1.894, 1.334], [-0.120, -0.066, -0.201], [-2.064, -1.374, 0.741], [0.657, 0.435, -0.262], [0.404, -0.126, 0.977], [-0.231, -0.078, 0.428], [0.084, -0.650, 0.254], [-0.271, 0.132, -0.487], [0.015, -0.167, 0.215], [0.386, 0.152, -0.131], [-0.235, 0.139, -0.169], [0.321, 0.016, -0.194], [0.174, 0.379, -0.029], [0.014, 0.090, 0.031], [0.753, 0.409, -0.319], [0.367, 0.904, -0.070], [-0.233, -0.187, -0.146], [1.030, -0.065, 0.708], [-0.850, -0.192, 0.257], [0.535, -0.180, -0.124], [0.107, 1.092, -0.372], [0.202, -0.260, -0.255], [-0.722, 0.002, 0.715], [0.871, -0.127, -0.055], [-2.151, -1.798, 1.136], [-1.677, -0.044, -1.528], [1.696, 2.291, 2.175], [2.593, -2.155, -1.373], [0.133, 2.221, 0.042], [1.432, -0.302, 1.433], [0.888, 1.146, 1.000], [-1.149, -0.838, -0.298], [0.417, -0.939, -0.424], [-0.953, 0.763, -1.043], [0.360, -0.829, -0.368], [-0.129, 0.041, -0.905], [0.397, 0.613, 0.197], [0.432, 0.076, -0.477], [-1.347, -0.311, 0.280], [0.252, -0.132, -0.418], [0.018, 0.702, 0.485], [-0.553, -0.233, -0.057], [-0.002, 0.158, 0.508], [0.562, -0.369, -0.465], [-0.595, 0.605, 0.277], [-0.619, -0.118, -0.096], [0.415, -0.196, 0.078], [0.041, -0.965, -0.244], [0.089, 0.677, 0.236], [-0.599, 0.059, 0.064], [-0.257, 0.414, 0.507], [0.716, 0.408, 0.306], [0.245, -0.535, -0.431], [-0.757, -0.486, -0.730], [0.593, -0.042, -0.591], [-0.019, 1.080, 1.984], [-0.637, 0.384, -2.295], [-1.293, 0.670, 1.708], [-0.571, -1.912, -0.012], [1.797, 2.070, -1.151], [0.241, 0.730, -1.295], [0.073, -0.306, 0.079], [-0.829, -1.570, -1.425], [-0.229, 1.055, 0.535], [0.558, 0.069, -1.016], [0.232, -0.327, 0.066], [-0.122, -1.096, -0.335], [1.024, -0.050, 0.734], [-0.349, -0.065, -0.182], [-0.011, 0.243, 0.185], [0.094, 0.228, 0.120], [0.268, -0.141, 0.424], [0.348, 0.020, 0.349], [0.340, 0.526, 0.217], [-0.137, 0.054, 0.049], [0.046, -1.184, 0.429], [0.009, 0.250, -0.104], [0.043, -0.319, -0.353], [-0.152, 0.120, 0.228], [-0.072, 0.400, 0.148], [-0.347, -0.176, 0.423], [-0.286, 0.200, -0.128], [0.106, -0.395, 0.278], [-0.641, -0.458, 0.907], [-0.535, -0.650, -0.378], [-0.759, -1.206, -0.702], [2.230, 1.069, 0.292], [-1.490, 0.434, 1.555], [0.880, 0.150, -0.684], [1.239, -1.197, -0.293], [-2.990, 0.743, -1.121], [-0.094, -0.264, 0.580], [-0.436, -0.198, 0.892], [0.086, 0.104, 0.207], [1.182, 1.104, 0.883], [0.298, -0.682, 0.669], [-0.132, -0.015, 0.121], [0.440, 0.404, -0.137], [0.067, 0.236, 0.249], [0.207, -0.563, -0.106], [0.054, 0.091, -0.664], [-0.691, -0.709, -0.124], [0.431, -0.277, 0.369], [0.045, 0.474, -0.605], [0.204, 0.434, -0.748], [0.537, 0.327, 0.338], [-0.549, -0.064, 0.023], [-0.258, 0.120, 0.081], [0.313, -0.474, -0.283], [-0.273, -0.131, -0.095], [-0.948, 0.686, -0.928], [-0.567, 0.874, 0.145], [0.384, -1.195, 0.211], [0.926, 0.287, 0.220], [0.072, -0.388, 0.501], [0.185, 0.240, -0.110], [-0.260, 0.133, -0.087]]
}